one:
A cluster of 2 separate species, C3H3NOS in total, computed with ωB97M-V/def2-TZVPD.

E_LUMO = 0.48 eV

Each line ends with the Löwdin charge.
Cartesian coordinates (Å):
1 O 0.37 -1.82 -1.08  0.137
2 C -0.40 -1.14 -0.57  -0.491
3 N -1.27 -0.46 -0.18  -0.296
4 S -1.96 0.62 0.88  0.803
5 H -3.16 0.24 0.78  -0.194
6 C 1.95 0.40 -0.35  -0.001
7 C 1.29 0.95 0.47  -0.030
8 H 2.33 -0.45 -1.02  0.080
9 H 0.85 1.66 1.07  -0.008

=====

two:
A cluster of 2 separate species, C3H3NOS in total, computed with ωB97M-V/def2-TZVPD.

E_LUMO = -0.23 eV

Each line ends with the Löwdin charge.
Cartesian coordinates (Å):
1 C 1.18 -0.80 0.13  -0.305
2 C -0.16 1.34 0.01  -0.347
3 C -0.10 -0.12 0.40  -0.615
4 N 2.17 -1.26 -0.15  0.181
5 O 0.60 1.90 -0.72  0.091
6 S -1.47 -1.01 -0.49  0.709
7 H -1.01 1.78 0.53  0.112
8 H -0.65 -0.26 1.73  0.229
9 H -0.55 -1.57 -1.44  -0.055

=====

three:
A structure of composition C3H3NOS, computed with ωB97M-V/def2-TZVPD.

E_LUMO = -1.13 eV

Each line ends with the Löwdin charge.
Cartesian coordinates (Å):
1 C -0.89 -0.01 -0.75  -0.152
2 C -0.32 -1.29 -0.60  -0.347
3 C 0.65 0.82 0.74  -0.580
4 N -0.40 1.05 -0.23  0.067
5 O -0.40 -2.38 -1.00  0.136
6 S 1.55 -0.80 0.65  0.682
7 H -1.71 0.19 -1.32  0.098
8 H 1.26 1.61 0.75  0.013
9 H 0.26 0.81 1.76  0.083

=====

The structure with the greatest stability is three.

=====

one:
A cluster of 2 separate species, C3H3NOS in total, computed with ωB97M-V/def2-TZVPD.

E_LUMO = -1.08 eV

Each line ends with the Löwdin charge.
Cartesian coordinates (Å):
1 C -2.59 -0.26 -0.04  0.219
2 C -1.41 -0.64 -0.06  -0.100
3 C -0.21 -1.04 -0.06  -0.276
4 N 1.02 1.05 -0.23  -0.467
5 O 0.76 -1.67 -0.04  0.042
6 S 2.39 0.23 0.03  0.732
7 H -3.42 0.27 0.30  0.027
8 H 1.00 1.42 -1.17  -0.037
9 H 2.46 0.65 1.27  -0.140

=====

two:
The molecule C3H3NOS, computed with ωB97M-V/def2-TZVPD.

E_LUMO = 0.59 eV

Each line ends with the Löwdin charge.
Cartesian coordinates (Å):
1 S 2.36 -0.55 -0.01  0.855
2 C 0.61 -0.35 0.00  -0.706
3 C -0.25 0.72 -0.02  -0.067
4 C -1.49 0.05 -0.02  -0.184
5 N -1.41 -1.24 -0.02  0.078
6 O -0.01 -1.54 0.01  -0.083
7 H 2.61 0.75 -0.05  -0.133
8 H 0.09 1.76 0.13  0.119
9 H -2.52 0.40 -0.02  0.122

=====

The structure with the greatest stability is two.

=====

one:
The molecule C14H23NO4, computed with ωB97M-V/def2-TZVPD.

E_LUMO = 0.86 eV

Each line ends with the Löwdin charge.
Cartesian coordinates (Å):
1 C 3.28 -0.95 3.26  -0.051
2 C 2.58 0.09 2.46  -0.165
3 O 1.46 -0.52 1.75  0.028
4 C 0.34 0.09 1.56  -0.495
5 O 0.17 1.24 1.87  0.150
6 C -0.61 -0.60 0.72  -0.192
7 C -1.10 -2.07 1.26  -0.227
8 C -1.34 -2.23 2.82  -0.035
9 C -0.19 -3.24 0.77  -0.055
10 O 0.15 -0.84 -0.52  -0.015
11 C -0.15 0.07 -1.56  -0.288
12 C 0.93 1.06 -1.76  -0.128
13 C 0.78 1.78 -3.10  -0.169
14 C -0.38 2.78 -3.00  -0.210
15 C -1.74 2.20 -3.15  -0.181
16 C -2.25 1.60 -1.82  -0.115
17 N -1.35 0.75 -1.05  0.043
18 C -1.74 0.22 0.17  -0.403
19 O -2.76 0.45 0.70  0.152
20 H 3.19 -1.89 2.88  0.046
21 H 4.27 -0.60 3.38  0.076
22 H 2.74 -1.11 4.19  0.089
23 H 3.12 0.61 1.61  0.152
24 H 2.20 0.86 3.13  0.116
25 H -2.00 -2.27 0.75  0.109
26 H -2.13 -1.58 3.06  0.055
27 H -0.51 -1.88 3.43  0.071
28 H -1.75 -3.23 3.13  0.097
29 H 0.04 -3.32 -0.32  0.088
30 H -0.69 -4.09 1.11  0.044
31 H 0.81 -3.08 1.19  0.072
32 H -0.44 -0.50 -2.45  0.172
33 H 0.98 1.75 -0.91  0.139
34 H 1.89 0.49 -1.85  0.144
35 H 0.77 1.12 -3.93  0.110
36 H 1.68 2.24 -3.13  0.072
37 H -0.31 3.29 -2.08  0.103
38 H -0.18 3.50 -3.77  0.106
39 H -1.70 1.43 -3.97  0.128
40 H -2.46 2.97 -3.50  0.123
41 H -3.07 0.99 -2.15  0.118
42 H -2.52 2.42 -1.17  0.127

=====

two:
The molecule C14H23NO4, computed with ωB97M-V/def2-TZVPD.

E_LUMO = 0.62 eV

Each line ends with the Löwdin charge.
Cartesian coordinates (Å):
1 C 4.54 0.72 -2.46  -0.003
2 C 4.17 1.25 -1.03  -0.531
3 C 5.40 1.03 -0.09  -0.049
4 C 4.04 2.75 -1.04  -0.043
5 O 3.12 0.58 -0.28  0.020
6 C 1.83 0.89 -0.36  -0.404
7 O 1.41 1.73 -1.14  0.105
8 C 1.05 -0.20 0.43  -0.031
9 C -0.41 -0.06 0.55  -0.309
10 C -1.16 -1.33 0.98  -0.075
11 C -2.62 -0.95 1.17  -0.354
12 C -3.45 -2.10 1.70  -0.109
13 C -2.83 -3.12 2.65  -0.197
14 N -2.65 -4.06 3.29  0.133
15 O -2.76 0.09 2.15  -0.057
16 C -1.85 1.29 2.03  -0.504
17 C -1.81 2.15 3.39  0.040
18 C -2.29 2.23 0.92  -0.012
19 O -0.57 0.90 1.65  -0.050
20 H 4.77 -0.34 -2.57  0.093
21 H 3.71 1.11 -3.08  0.091
22 H 5.36 1.21 -2.85  0.048
23 H 5.51 -0.04 0.06  0.070
24 H 5.29 1.43 0.96  0.107
25 H 6.33 1.41 -0.62  0.107
26 H 4.95 3.24 -0.80  0.067
27 H 3.43 3.01 -0.23  0.071
28 H 3.71 3.08 -2.05  0.108
29 H 1.46 -0.33 1.44  0.146
30 H 1.09 -1.16 -0.10  0.142
31 H -0.78 0.31 -0.44  0.157
32 H -1.10 -2.09 0.18  0.147
33 H -0.80 -1.72 1.88  0.111
34 H -3.06 -0.57 0.14  0.186
35 H -3.64 -2.70 0.78  0.137
36 H -4.41 -1.78 2.14  0.134
37 H -1.18 3.00 3.23  0.075
38 H -1.56 1.48 4.19  0.075
39 H -2.83 2.49 3.52  0.084
40 H -1.99 1.86 -0.08  0.086
41 H -1.78 3.16 1.04  0.076
42 H -3.41 2.38 0.96  0.113

=====

The structure with the greatest stability is one.

=====

one:
A structure of composition H15O7, computed with ωB97M-V/def2-TZVPD.

Net charge = +1
E_LUMO = -3.18 eV

Each line ends with the Löwdin charge.
Cartesian coordinates (Å):
1 O -1.07 0.37 -2.96  -0.069
2 H -1.59 -0.35 -3.34  0.037
3 H -1.74 1.06 -3.14  0.040
4 O 2.25 0.08 0.13  -0.035
5 H 3.16 -0.12 0.41  0.098
6 H 2.31 0.70 -0.60  0.095
7 O 0.49 -0.54 1.70  0.018
8 H 1.10 0.28 1.63  0.127
9 H 1.22 -0.97 1.11  0.132
10 O 4.15 -4.49 -1.67  -0.056
11 H 3.99 -4.07 -0.81  0.024
12 H 4.85 -3.93 -2.03  0.033
13 O -0.46 3.32 1.81  -0.036
14 H 0.45 3.56 1.65  0.049
15 H -1.38 1.47 1.03  0.091
16 O -1.32 0.63 0.52  0.060
17 H -2.23 0.18 0.72  0.098
18 H -0.52 -0.09 1.13  0.096
19 O -3.89 -0.19 0.51  -0.020
20 H -1.13 3.99 1.71  0.058
21 H -4.54 0.22 -0.06  0.080
22 H -4.09 -1.13 0.54  0.080

=====

two:
A cluster of 7 separate species, H15O7 in total, computed with ωB97M-V/def2-TZVPD.

Net charge = +1
E_LUMO = -3.14 eV

Each line ends with the Löwdin charge.
Cartesian coordinates (Å):
1 O 10.62 10.96 15.21  0.318
2 H 9.86 10.59 15.48  0.039
3 H 10.64 11.84 15.52  0.045
4 H 10.51 10.94 14.24  0.113
5 O 8.20 12.53 16.72  -0.085
6 H 7.33 12.10 16.86  0.051
7 H 8.23 12.89 17.66  0.088
8 O 11.16 13.26 16.34  0.042
9 H 11.96 13.43 15.98  0.017
10 H 10.74 13.99 16.77  0.080
11 O 10.95 12.69 13.30  -0.057
12 H 11.10 12.66 12.33  0.085
13 H 10.33 13.42 13.55  0.093
14 O 10.65 9.57 12.63  0.010
15 H 10.43 9.45 11.73  0.065
16 H 11.46 10.02 12.55  0.042
17 O 11.43 7.32 14.13  -0.027
18 H 10.67 6.84 13.93  0.006
19 H 11.25 8.20 13.84  -0.035
20 O 8.71 8.94 15.52  0.021
21 H 7.85 9.02 15.31  -0.017
22 H 8.65 8.34 16.29  0.105

=====

The structure with the greatest stability is one.

=====

one:
A cluster of 2 separate species, C2H7N2O in total, computed with ωB97M-V/def2-TZVPD.

Net charge = +1
E_LUMO = -9.59 eV

Each line ends with the Löwdin charge.
Cartesian coordinates (Å):
1 N 0.73 -0.40 1.65  0.128
2 C -0.49 -0.46 0.86  -0.147
3 C -0.15 0.19 -0.45  -0.545
4 N -1.07 0.77 -1.22  0.230
5 O 0.97 -0.06 -0.94  0.083
6 H 1.05 -1.33 1.95  0.141
7 H 1.47 -0.16 1.00  0.021
8 H 1.36 1.73 0.71  0.513
9 H -1.28 0.08 1.38  0.138
10 H -0.86 -1.49 0.80  0.160
11 H -1.96 1.03 -0.85  0.136
12 H -0.72 0.99 -2.14  0.143

=====

two:
The ion C2H7N2O with charge +1, computed with ωB97M-V/def2-TZVPD.

Net charge = +1
E_LUMO = -3.96 eV

Each line ends with the Löwdin charge.
Cartesian coordinates (Å):
1 C 1.87 0.11 -0.04  -0.143
2 N 0.73 -0.43 -0.53  0.005
3 O -0.03 -1.32 0.39  -0.008
4 C -0.61 -0.06 0.45  -0.181
5 N -1.82 0.12 -0.37  0.286
6 H 1.96 0.45 1.01  0.110
7 H 2.60 -0.70 -0.15  0.116
8 H 2.03 1.08 -0.56  0.126
9 H -0.52 0.52 1.34  0.161
10 H -1.76 0.86 -0.98  0.140
11 H -2.55 0.13 0.34  0.191
12 H -1.91 -0.76 -0.89  0.197

=====

three:
A cluster of 2 separate species, C2H7N2O in total, computed with ωB97M-V/def2-TZVPD.

Net charge = +1
E_LUMO = -4.26 eV

Each line ends with the Löwdin charge.
Cartesian coordinates (Å):
1 C 0.51 1.11 1.06  -0.095
2 C 1.02 0.68 -1.30  0.005
3 N 0.35 1.81 2.00  0.346
4 N 0.65 0.31 0.10  0.070
5 O -1.83 -2.28 0.22  -0.056
6 H 0.86 -0.67 0.24  0.173
7 H 2.02 1.18 -1.32  0.117
8 H 0.14 1.18 -1.83  0.131
9 H 1.08 -0.26 -1.84  0.090
10 H -0.32 2.38 2.50  0.153
11 H -2.47 -2.44 -0.57  0.103
12 H -2.01 -2.99 0.73  -0.036

=====

The structure with the greatest stability is three.

=====

one:
A cluster of 2 separate species, C2H7N2O in total, computed with ωB97M-V/def2-TZVPD.

Net charge = +1
E_LUMO = -4.53 eV

Each line ends with the Löwdin charge.
Cartesian coordinates (Å):
1 C -2.42 0.16 0.63  0.125
2 C 2.68 0.11 0.41  0.082
3 N -1.84 0.01 -0.47  0.174
4 N 0.80 -0.52 -0.69  -0.052
5 O 1.49 -0.19 0.35  -0.117
6 H -3.51 0.30 0.78  0.137
7 H 2.90 0.54 1.37  0.113
8 H 3.42 0.00 -0.30  0.093
9 H -1.88 0.08 1.52  0.098
10 H -2.24 0.22 -1.36  0.138
11 H -0.76 -0.08 -0.59  0.066
12 H 1.35 -0.66 -1.65  0.142

=====

two:
A cluster of 2 separate species, C2H7N2O in total, computed with ωB97M-V/def2-TZVPD.

Net charge = +1
E_LUMO = -4.97 eV

Each line ends with the Löwdin charge.
Cartesian coordinates (Å):
1 C 0.25 -1.44 2.00  0.147
2 N -0.13 -2.00 0.94  0.186
3 H -0.47 -0.92 2.61  0.126
4 H 1.26 -1.49 2.38  0.131
5 H 0.47 -2.61 0.40  0.161
6 H -1.04 -1.85 0.52  0.154
7 C -0.16 1.48 -0.71  -0.376
8 N 0.21 1.64 -1.99  0.151
9 O -0.25 0.39 -0.16  -0.049
10 H -0.48 2.41 -0.23  0.138
11 H 0.41 2.56 -2.34  0.113
12 H 0.51 0.84 -2.52  0.117

=====

three:
A cluster of 2 separate species, C2H7N2O in total, computed with ωB97M-V/def2-TZVPD.

Net charge = +1
E_LUMO = -4.27 eV

Each line ends with the Löwdin charge.
Cartesian coordinates (Å):
1 C 1.10 -1.06 0.66  0.092
2 N 0.70 -1.16 1.88  0.157
3 H 1.94 -0.39 0.54  0.132
4 H 0.77 -1.82 -0.03  0.129
5 H 0.17 -1.89 2.31  0.148
6 H 1.02 -0.52 2.58  0.139
7 C -0.49 0.78 -1.05  -0.350
8 N -1.47 1.39 -1.70  0.178
9 O -0.62 0.17 0.01  -0.015
10 H 0.48 0.86 -1.55  0.144
11 H -1.28 2.03 -2.45  0.122
12 H -2.31 1.60 -1.20  0.124

=====

four:
A cluster of 2 separate species, C2H7N2O in total, computed with ωB97M-V/def2-TZVPD.

Net charge = +1
E_LUMO = -4.79 eV

Each line ends with the Löwdin charge.
Cartesian coordinates (Å):
1 C 2.62 0.31 1.11  0.145
2 N 1.85 -0.33 0.33  0.193
3 H 3.70 0.29 1.05  0.121
4 H 2.21 1.08 1.77  0.126
5 H 0.81 -0.33 0.41  0.079
6 H 2.32 -0.88 -0.39  0.160
7 C -1.70 -0.37 -0.63  -0.354
8 N -2.84 0.31 -0.74  0.170
9 O -0.71 -0.04 0.01  -0.027
10 H -1.74 -1.28 -1.24  0.144
11 H -3.03 1.16 -0.22  0.132
12 H -3.49 0.09 -1.45  0.110

=====

The structure with the greatest stability is four.

=====

one:
The ion C2H7N2O with charge +1, computed with ωB97M-V/def2-TZVPD.

Net charge = +1
E_LUMO = -4.16 eV

Each line ends with the Löwdin charge.
Cartesian coordinates (Å):
1 N -0.58 -0.35 1.62  0.067
2 C 0.23 0.60 0.90  -0.191
3 N -0.23 0.34 -0.47  0.089
4 C 0.52 -0.34 -1.29  -0.135
5 O 0.23 -0.65 -2.52  0.178
6 H -0.05 -1.12 1.79  0.041
7 H -0.92 0.01 2.53  0.113
8 H 1.31 0.54 0.93  0.143
9 H -0.12 1.52 1.11  0.101
10 H -1.23 0.61 -0.90  0.255
11 H 1.54 -0.57 -0.94  0.187
12 H -0.70 -0.61 -2.76  0.152

=====

two:
A cluster of 2 separate species, C2H7N2O in total, computed with ωB97M-V/def2-TZVPD.

Net charge = +1
E_LUMO = -4.71 eV

Each line ends with the Löwdin charge.
Cartesian coordinates (Å):
1 C -2.45 0.38 0.86  0.144
2 N -1.97 0.18 -0.29  0.170
3 H -3.44 0.81 0.98  0.121
4 H -1.79 0.21 1.71  0.122
5 H -0.89 0.15 -0.41  0.073
6 H -2.48 0.54 -1.09  0.151
7 C 1.66 -0.18 -0.62  -0.328
8 N 2.74 -0.59 0.03  0.178
9 O 0.58 0.05 -0.06  -0.033
10 H 1.79 0.07 -1.67  0.148
11 H 3.52 -0.98 -0.47  0.124
12 H 2.74 -0.65 1.03  0.130

=====

The structure with the greatest stability is two.

=====

one:
The molecule C2H5NO2S, computed with ωB97M-V/def2-TZVPD.

Multiplicity = 3
E_LUMO (alpha / beta) = 0.39 / -2.96 eV
Expectation value of S² = 2.016

Each line ends with the Löwdin charge.
Cartesian coordinates (Å):
1 C -0.32 1.21 -0.55  -0.005
2 C 0.30 -0.95 0.21  -0.070
3 N -0.62 0.15 0.04  -0.265
4 O -2.75 0.17 1.78  -0.465
5 O -3.14 1.52 -0.41  -0.480
6 S -2.74 0.11 0.34  0.842
7 H -1.25 1.83 -0.64  0.067
8 H 0.62 1.53 -0.92  0.084
9 H 0.33 -1.33 -0.75  0.071
10 H -0.20 -1.40 1.16  0.123
11 H 1.22 -0.49 0.64  0.098

=====

two:
The molecule C2H5NO2S, computed with ωB97M-V/def2-TZVPD.

Multiplicity = 3
E_LUMO (alpha / beta) = -0.07 / -0.90 eV
Expectation value of S² = 2.013

Each line ends with the Löwdin charge.
Cartesian coordinates (Å):
1 C -0.46 0.30 -1.26  -0.291
2 C 0.96 -1.46 -0.29  -0.341
3 N 0.01 1.26 2.27  -0.255
4 O -0.44 0.94 1.10  -0.370
5 O -0.82 1.73 3.01  0.013
6 S 0.91 0.15 -0.15  1.048
7 H -0.65 1.31 -1.44  0.044
8 H -1.36 0.05 -0.73  0.066
9 H -0.34 -0.25 -2.09  0.020
10 H 0.24 -2.11 -0.60  -0.004
11 H 1.95 -1.92 0.18  0.070

=====

The structure with the greatest stability is one.

=====

one:
A cluster of 2 separate species, C5H11NP in total, computed with ωB97M-V/def2-TZVPD.

Net charge = +1
E_LUMO = -3.73 eV

Each line ends with the Löwdin charge.
Cartesian coordinates (Å):
1 C -1.99 -1.02 0.45  -0.346
2 C 0.71 1.91 0.61  -0.074
3 C 1.68 1.44 -0.36  0.029
4 C 0.66 -1.74 -0.49  -0.073
5 C 0.11 -0.60 0.36  -0.241
6 N 0.32 0.74 -0.14  -0.077
7 P -2.71 -0.23 -0.77  0.824
8 H -2.21 -1.57 1.25  -0.040
9 H 0.97 1.75 1.69  0.166
10 H 0.17 2.83 0.33  0.148
11 H 1.75 1.84 -1.28  0.088
12 H 2.62 1.10 0.11  0.154
13 H 0.44 -2.71 0.16  0.142
14 H 0.08 -1.84 -1.36  0.047
15 H 1.69 -1.67 -0.78  0.065
16 H 0.24 -0.66 1.46  0.129
17 H -0.47 0.92 -0.87  0.141
18 H -4.08 -0.48 -0.36  -0.081

=====

two:
The ion C5H11NP with charge +1, computed with ωB97M-V/def2-TZVPD.

Net charge = +1
E_LUMO = -3.58 eV

Each line ends with the Löwdin charge.
Cartesian coordinates (Å):
1 C 2.31 1.21 -0.35  -0.347
2 C -0.91 1.27 0.82  -0.224
3 C -1.40 -0.98 -1.05  -0.189
4 C 0.36 -1.30 1.33  -0.160
5 C 1.33 0.58 -1.15  -0.183
6 N 3.00 1.86 0.28  0.192
7 P -0.23 -0.15 0.04  0.889
8 H -0.34 1.89 1.46  0.050
9 H -1.83 0.85 1.49  0.135
10 H -1.59 1.83 0.09  0.094
11 H -1.78 -1.83 -0.45  0.070
12 H -0.84 -1.33 -2.00  0.104
13 H -2.35 -0.49 -1.26  0.074
14 H 0.79 -2.01 0.64  0.047
15 H -0.43 -1.80 1.88  0.071
16 H 1.22 -0.81 1.91  0.103
17 H 1.77 -0.24 -1.87  0.135
18 H 0.92 1.45 -1.80  0.138

=====

The structure with the greatest stability is two.

=====

one:
The molecule C4H7ClOS, computed with ωB97M-V/def2-TZVPD.

E_LUMO = 0.53 eV

Each line ends with the Löwdin charge.
Cartesian coordinates (Å):
1 C -0.59 0.40 1.39  -0.093
2 C -0.47 -0.17 -0.06  -0.842
3 C -0.43 0.97 -1.13  -0.144
4 Cl -1.99 -1.11 -0.45  0.649
5 C 0.68 -1.18 -0.15  -0.734
6 O 0.51 -2.39 0.00  -0.011
7 S 2.34 -0.38 -0.29  0.818
8 H -0.55 -0.45 2.12  0.103
9 H -1.52 1.01 1.54  0.103
10 H 0.25 1.00 1.62  0.048
11 H -1.41 1.37 -1.35  0.064
12 H 0.04 0.60 -2.07  0.084
13 H 0.21 1.87 -0.86  0.095
14 H 2.93 -1.54 -0.33  -0.139

=====

two:
A structure of composition C4H7ClOS, computed with ωB97M-V/def2-TZVPD.

E_LUMO = 0.03 eV

Each line ends with the Löwdin charge.
Cartesian coordinates (Å):
1 C 1.16 -1.59 0.78  -0.214
2 C -0.57 0.70 0.86  -0.143
3 C 0.27 -0.12 -1.39  -0.143
4 C 0.55 0.06 0.04  -0.710
5 O 1.17 -2.62 0.19  0.063
6 S 2.06 1.15 0.51  0.465
7 Cl 3.56 -0.08 -0.16  0.137
8 H 1.64 -1.38 1.72  0.081
9 H -0.27 0.64 1.88  0.051
10 H -1.54 0.19 0.61  0.111
11 H -0.70 1.74 0.85  0.055
12 H 0.08 0.88 -1.86  0.105
13 H 1.08 -0.38 -2.03  0.067
14 H -0.64 -0.61 -1.56  0.074

=====

The structure with the greatest stability is one.